Entry 1:
Molecular formula: C38H88BN6O34
Method: DFT, ωB97M-V/def2-TZVPD

The value obtained for the LUMO energy is 1.51 eV. As for the HOMO-LUMO gap: 9.195 eV. As for the net charge: -1. The value obtained for the highest occupied orbital energy is -7.684 eV.

XYZ file:
```
167
Properties=species:S:1:pos:R:3:lowdin_charge:R:1
O 31.96 20.58 19.94 0.134
C 31.26 21.39 20.53 -0.310
O 29.94 21.25 20.83 0.194
B 29.46 22.32 21.69 -0.876
O 30.57 23.34 21.62 0.173
C 31.68 22.82 21.03 -0.325
O 32.80 23.29 20.88 0.116
O 29.24 21.82 23.08 0.222
C 27.96 21.90 23.39 -0.331
O 27.38 21.50 24.40 0.100
C 27.26 22.67 22.20 -0.319
O 28.16 22.87 21.27 0.212
O 26.01 22.91 22.09 0.057
C 25.57 26.37 20.09 0.035
N 25.22 26.02 18.71 -0.413
O 25.55 24.95 18.26 0.054
O 24.55 26.89 18.11 0.039
H 25.80 25.48 20.68 0.100
H 24.90 27.10 20.53 0.099
H 26.51 26.91 19.95 0.085
C 35.37 21.61 21.05 0.021
N 36.70 21.06 21.33 -0.440
O 36.93 19.87 21.11 0.056
O 37.48 21.88 21.81 0.045
H 35.42 22.24 20.17 0.099
H 35.08 22.30 21.84 0.093
H 34.69 20.76 20.98 0.097
C 25.33 21.65 19.43 0.048
N 26.01 20.49 20.07 -0.406
O 27.13 20.16 19.66 0.050
O 25.44 19.97 21.01 0.062
H 25.15 21.22 18.45 0.106
H 26.03 22.49 19.33 0.078
H 24.41 21.92 19.94 0.089
C 24.51 19.26 24.08 0.025
N 24.81 17.85 23.82 -0.440
O 25.49 17.64 22.82 0.059
O 24.35 17.06 24.64 0.043
H 24.02 19.66 23.19 0.094
H 25.50 19.68 24.21 0.098
H 23.83 19.25 24.93 0.090
C 29.47 18.32 18.46 0.047
N 30.62 17.44 18.81 -0.445
O 30.43 16.69 19.73 0.066
O 31.67 17.49 18.17 0.041
H 28.58 17.76 18.73 0.099
H 29.50 18.50 17.38 0.087
H 29.63 19.23 19.04 0.080
C 23.11 24.17 22.68 0.018
N 22.67 24.87 21.44 -0.378
O 22.29 26.03 21.63 0.058
O 22.93 24.33 20.32 0.021
H 24.17 24.28 22.91 0.069
H 22.88 23.11 22.61 0.103
H 22.59 24.60 23.53 0.098
C 27.83 25.99 23.41 -0.090
O 26.78 26.94 23.49 -0.143
C 27.21 28.20 22.95 -0.215
C 26.13 29.18 23.18 -0.246
O 24.84 28.79 22.72 -0.162
C 23.88 29.80 23.00 -0.101
H 28.76 26.37 23.84 0.069
H 28.08 25.88 22.36 0.082
H 27.57 25.08 23.95 0.089
H 27.32 28.26 21.87 0.108
H 28.10 28.63 23.41 0.134
H 26.54 30.11 22.78 0.128
H 26.14 29.36 24.25 0.125
H 24.03 30.75 22.50 0.086
H 23.79 29.97 24.07 0.085
H 22.97 29.30 22.66 0.089
C 31.90 22.64 25.08 -0.050
O 32.03 23.85 25.84 -0.185
C 31.56 25.06 25.28 -0.232
C 31.88 26.27 26.08 -0.185
O 31.40 27.50 25.45 -0.207
C 31.19 28.53 26.44 -0.094
H 32.82 22.06 25.14 0.088
H 31.74 22.89 24.03 0.072
H 31.07 22.11 25.54 0.085
H 30.48 25.05 25.13 0.110
H 32.08 25.28 24.35 0.125
H 32.92 26.29 26.42 0.136
H 31.19 26.21 26.92 0.102
H 32.17 28.76 26.87 0.087
H 30.50 28.27 27.23 0.080
H 30.70 29.30 25.86 0.087
C 24.48 22.79 25.52 -0.117
O 23.56 23.51 26.28 -0.181
C 23.79 23.40 27.70 -0.171
C 23.19 22.09 28.22 -0.191
O 23.94 20.91 27.81 -0.189
C 23.34 19.71 28.37 -0.102
H 25.47 22.51 25.87 0.072
H 24.64 23.33 24.58 0.059
H 23.90 21.88 25.34 0.084
H 23.42 24.26 28.26 0.125
H 24.87 23.35 27.85 0.114
H 22.24 22.01 27.69 0.123
H 23.08 22.21 29.29 0.120
H 23.46 19.58 29.44 0.078
H 23.85 18.84 27.96 0.080
H 22.28 19.58 28.13 0.082
C 34.50 25.75 19.27 -0.091
O 35.28 26.79 19.82 -0.179
C 34.71 28.03 20.09 -0.192
C 35.77 29.16 20.33 -0.169
O 36.40 29.14 21.61 -0.174
C 37.40 30.08 21.82 -0.145
H 33.55 25.68 19.79 0.067
H 35.01 24.78 19.25 0.083
H 34.21 25.95 18.24 0.082
H 34.03 28.03 20.95 0.118
H 34.17 28.27 19.17 0.115
H 35.39 30.16 20.12 0.118
H 36.52 29.00 19.56 0.115
H 37.81 29.93 22.82 0.087
H 37.09 31.12 21.85 0.079
H 38.19 29.99 21.07 0.085
C 29.27 25.93 19.15 -0.068
O 28.85 27.01 19.98 -0.229
C 29.45 28.19 19.65 -0.226
C 31.01 28.30 19.85 -0.179
O 31.47 28.37 21.22 -0.173
C 31.10 27.21 21.97 -0.077
H 28.67 25.08 19.48 0.087
H 30.36 25.85 19.11 0.088
H 28.93 26.06 18.13 0.085
H 29.00 28.93 20.30 0.124
H 29.20 28.43 18.62 0.125
H 31.09 29.26 19.34 0.114
H 31.67 27.72 19.21 0.102
H 30.08 27.26 22.36 0.060
H 31.72 27.15 22.86 0.074
H 31.22 26.27 21.43 0.086
C 29.54 20.70 15.07 -0.100
O 30.03 21.19 16.31 -0.162
C 29.06 21.61 17.22 -0.205
C 28.45 22.96 16.89 -0.178
O 27.57 22.78 15.77 -0.203
C 26.99 23.93 15.28 -0.118
H 29.07 19.73 15.25 0.070
H 30.38 20.40 14.43 0.090
H 28.73 21.23 14.58 0.079
H 29.51 21.75 18.21 0.118
H 28.27 20.87 17.33 0.116
H 29.16 23.77 16.73 0.125
H 27.89 23.29 17.76 0.102
H 26.36 24.35 16.06 0.066
H 26.37 23.64 14.44 0.091
H 27.72 24.67 14.94 0.088
C 28.08 23.62 26.95 -0.119
O 28.16 23.91 28.33 -0.179
C 29.55 23.80 28.85 -0.134
C 29.53 23.54 30.37 -0.198
O 28.90 24.51 31.24 -0.151
C 29.03 24.04 32.58 -0.139
H 28.70 24.25 26.31 0.071
H 27.04 23.81 26.67 0.069
H 28.26 22.57 26.69 0.084
H 30.08 24.74 28.70 0.110
H 30.09 23.02 28.31 0.120
H 30.58 23.47 30.64 0.113
H 29.28 22.50 30.59 0.118
H 28.52 23.09 32.74 0.079
H 28.61 24.65 33.38 0.082
H 30.04 23.81 32.94 0.080
```

---

Entry 2:
Molecular formula: C38H89BF4NO22P3S5
Method: DFT, ωB97M-V/def2-TZVPD

As for the energy above the lowest of the compared OMol25 structures with the same formula, charge and spin: 211.2 kJ/mol. The value obtained for the LUMO energy is 0.06 eV. As for the HOMO-LUMO gap: 9.850 eV. As for the net charge: 0. The value obtained for the highest occupied orbital energy is -9.785 eV.

XYZ file:
```
163
Properties=species:S:1:pos:R:3:lowdin_charge:R:1
N -3.60 -0.84 -1.13 0.269
H -4.16 -0.01 -0.83 0.062
H -3.47 -0.86 -2.14 0.074
H -4.14 -1.65 -0.74 0.062
H -2.71 -0.68 -0.62 0.077
B -1.00 -0.49 0.70 -1.261
F -0.99 -1.41 -0.38 0.088
F -1.03 0.79 0.11 0.116
F -2.23 -0.69 1.38 0.106
F 0.11 -0.71 1.53 0.129
C -4.71 4.29 1.43 -0.248
C -3.92 3.67 2.57 -0.207
C -3.61 2.25 2.16 -0.175
S -5.22 1.69 1.41 0.734
O -6.09 1.02 2.34 -0.313
O -4.93 1.12 0.11 -0.357
C -5.89 3.41 1.10 -0.176
H -4.14 4.51 0.52 0.076
H -4.92 5.33 1.72 0.126
H -4.61 3.66 3.43 0.122
H -3.07 4.32 2.80 0.120
H -3.37 1.44 2.85 0.100
H -2.88 2.18 1.35 0.091
H -6.72 3.59 1.78 0.105
H -6.18 3.35 0.06 0.097
C -0.39 -1.55 5.06 -0.205
C -0.82 -2.72 4.18 -0.245
C -0.14 -3.98 4.73 -0.200
S 1.56 -3.43 5.03 0.705
O 2.41 -3.63 3.87 -0.333
O 2.09 -3.83 6.31 -0.322
C 1.14 -1.62 5.08 -0.187
H -0.85 -1.65 6.04 0.116
H -0.71 -0.62 4.59 0.114
H -0.56 -2.45 3.16 0.061
H -1.90 -2.83 4.28 0.113
H -0.32 -4.88 4.15 0.079
H -0.55 -4.19 5.72 0.112
H 1.59 -1.17 4.19 0.082
H 1.64 -1.05 5.87 0.102
C 0.00 -2.12 -6.06 -0.200
C 0.81 -1.71 -4.80 -0.211
C -0.20 -1.87 -3.69 -0.229
S -1.67 -0.99 -4.27 0.711
O -1.45 0.39 -3.84 -0.327
O -2.88 -1.63 -3.78 -0.350
C -1.36 -1.36 -6.04 -0.183
H -0.07 -3.21 -6.04 0.114
H 0.46 -1.83 -7.01 0.113
H 1.07 -0.66 -4.91 0.106
H 1.71 -2.32 -4.70 0.120
H 0.04 -1.58 -2.67 0.083
H -0.59 -2.89 -3.70 0.107
H -1.28 -0.36 -6.45 0.102
H -2.14 -1.98 -6.47 0.102
C -2.81 3.80 -2.06 -0.193
C -1.44 4.02 -1.42 -0.214
C -1.41 5.30 -0.59 -0.200
S -2.51 6.43 -1.49 0.706
O -1.72 7.31 -2.32 -0.339
O -3.55 6.91 -0.58 -0.340
C -3.19 5.16 -2.66 -0.196
H -3.57 3.60 -1.29 0.088
H -2.86 2.92 -2.70 0.113
H -0.67 4.03 -2.19 0.104
H -1.15 3.16 -0.80 0.106
H -0.42 5.72 -0.43 0.091
H -1.78 5.07 0.42 0.093
H -2.71 5.41 -3.60 0.096
H -4.23 5.46 -2.82 0.098
C 1.15 -4.33 -0.61 -0.212
C 1.24 -3.19 0.40 -0.198
C 0.26 -3.56 1.51 -0.212
S 0.37 -5.40 1.66 0.719
O -0.95 -5.97 1.45 -0.337
O 1.15 -5.74 2.83 -0.343
C 1.42 -5.60 0.17 -0.206
H 1.87 -4.18 -1.42 0.114
H 0.17 -4.45 -1.08 0.110
H 1.03 -2.18 0.04 0.088
H 2.22 -3.04 0.86 0.099
H -0.76 -3.36 1.18 0.107
H 0.49 -3.15 2.49 0.039
H 1.10 -6.54 -0.28 0.102
H 2.44 -5.65 0.55 0.109
C -3.49 -5.72 -1.26 -0.051
C -4.09 -5.64 0.15 -0.253
O -5.46 -5.25 0.05 -0.174
P -5.84 -3.79 0.62 0.432
O -4.97 -2.70 0.12 -0.218
O -7.37 -3.63 0.29 -0.146
C -7.68 -3.09 -1.02 -0.256
C -7.79 -1.59 -1.05 -0.067
O -5.83 -4.03 2.18 -0.154
C -4.83 -3.46 3.05 -0.228
C -5.08 -1.95 3.21 -0.071
H -3.73 -6.63 -1.82 0.077
H -3.69 -4.79 -1.80 0.072
H -2.41 -5.85 -1.13 0.062
H -4.05 -6.66 0.54 0.124
H -3.57 -5.01 0.87 0.090
H -7.03 -3.53 -1.78 0.120
H -8.67 -3.47 -1.27 0.118
H -6.84 -1.09 -1.24 0.062
H -8.57 -1.33 -1.76 0.080
H -8.19 -1.24 -0.09 0.092
H -4.81 -3.93 4.03 0.120
H -3.85 -3.64 2.60 0.097
H -6.08 -1.75 3.60 0.084
H -4.32 -1.51 3.85 0.076
H -5.00 -1.45 2.25 0.041
C 3.91 -1.20 2.06 -0.067
C 4.60 -0.64 0.85 -0.243
O 5.90 -1.26 0.76 -0.170
P 7.21 -0.44 0.53 0.372
O 7.23 0.35 -0.72 -0.243
O 8.32 -1.56 0.67 -0.170
C 9.65 -1.23 1.13 -0.262
C 10.64 -2.31 0.74 -0.071
O 7.34 0.44 1.88 -0.206
C 7.15 1.87 1.92 -0.224
C 6.03 2.07 2.95 -0.065
H 2.92 -0.75 2.16 0.077
H 3.76 -2.26 1.89 0.062
H 4.46 -1.01 2.98 0.086
H 4.10 -1.04 -0.03 0.118
H 4.61 0.45 0.85 0.108
H 9.91 -0.30 0.63 0.117
H 9.64 -1.11 2.21 0.119
H 11.64 -1.94 0.98 0.079
H 10.44 -3.20 1.33 0.078
H 10.57 -2.63 -0.30 0.080
H 8.08 2.28 2.30 0.114
H 6.93 2.25 0.93 0.098
H 5.86 1.19 3.55 0.073
H 6.13 2.98 3.54 0.073
H 5.08 2.26 2.43 0.066
C 1.67 7.55 -3.87 -0.065
C 1.71 6.95 -2.46 -0.263
O 1.75 5.55 -2.70 -0.187
P 2.42 4.47 -1.73 0.392
O 2.31 4.87 -0.31 -0.236
O 3.91 4.30 -2.28 -0.180
C 5.00 5.01 -1.71 -0.283
C 6.34 4.46 -2.13 -0.064
O 1.74 3.13 -2.19 -0.169
C 2.30 1.93 -1.59 -0.235
C 1.58 0.73 -2.12 -0.062
H 0.76 7.24 -4.39 0.076
H 1.72 8.65 -3.88 0.078
H 2.54 7.25 -4.43 0.075
H 2.62 7.26 -1.94 0.112
H 0.91 7.31 -1.81 0.101
H 4.99 6.04 -2.09 0.117
H 4.86 4.99 -0.62 0.113
H 6.49 3.42 -1.86 0.072
H 6.46 4.63 -3.20 0.079
H 7.07 5.12 -1.65 0.081
H 3.38 1.92 -1.75 0.118
H 2.10 1.96 -0.51 0.122
H 1.94 0.46 -3.11 0.075
H 1.73 -0.12 -1.45 0.077
H 0.50 0.85 -2.19 0.067
```

---

Entry 3:
Molecular formula: C38H90AgClCuMnN8O16
Method: DFT, ωB97M-V/def2-TZVPD

As for the multiplicity: 8. The value obtained for the LUMO energy (spin up / spin down) is -9.49 / -11.06 eV. As for the HOMO-LUMO gap (spin up / spin down): 4.654 / 3.072 eV. As for the net charge: +3. The expectation value of S² is 15.878. The value obtained for the highest occupied orbital energy (spin up / spin down) is -14.141 / -14.133 eV.

XYZ file:
```
156
Properties=species:S:1:pos:R:3:lowdin_charge:R:1
Cu -8.95 32.97 -21.90 0.645
Ag -1.24 27.62 -23.58 0.816
Mn -5.88 32.65 -19.21 1.353
Cl -2.76 28.58 -18.72 0.645
O -1.94 28.56 -17.54 -0.325
O -4.15 28.62 -18.27 -0.395
O -2.39 29.79 -19.47 -0.414
O -2.61 27.38 -19.51 -0.353
C -4.78 29.68 -21.90 0.142
C -4.40 29.24 -23.15 -0.284
C -5.04 29.82 -24.40 -0.299
O -4.76 29.43 -25.55 0.067
C -5.81 30.99 -24.28 0.119
C -6.17 31.52 -22.98 -0.300
C -5.64 30.82 -21.76 -0.259
O -5.91 31.23 -20.61 -0.139
O -7.01 32.44 -22.87 -0.070
O -3.66 28.23 -23.17 0.077
H -4.34 29.24 -21.01 0.127
H -6.31 31.47 -25.11 0.115
C -5.25 37.75 -26.00 -0.044
C -6.14 36.50 -25.96 -0.423
C -5.36 35.20 -25.67 -0.201
O -4.35 35.06 -26.66 -0.152
C -4.00 33.73 -26.87 -0.132
N -7.22 36.56 -24.98 0.023
H -4.31 37.60 -26.52 0.079
H -4.99 38.00 -24.96 0.079
H -5.72 38.67 -26.34 0.085
H -6.72 36.39 -26.88 0.141
H -6.09 34.39 -25.76 0.098
H -4.92 35.28 -24.67 0.117
H -3.40 33.27 -26.07 0.071
H -3.35 33.61 -27.74 0.092
H -4.88 33.06 -26.91 0.072
H -7.70 37.45 -25.02 0.085
H -6.89 36.45 -24.03 0.058
C -4.91 30.14 -29.81 0.009
C -5.75 29.11 -29.03 -0.342
C -6.82 29.73 -28.14 -0.204
O -7.58 28.70 -27.57 -0.160
C -8.39 29.12 -26.48 -0.065
N -6.41 28.20 -29.97 0.357
H -4.21 29.70 -30.52 0.097
H -4.27 30.61 -29.05 0.092
H -5.47 31.01 -30.17 0.101
H -5.10 28.46 -28.45 0.121
H -7.45 30.48 -28.62 0.145
H -6.26 30.25 -27.36 0.104
H -8.41 28.35 -25.71 0.074
H -9.42 29.18 -26.84 0.106
H -8.00 29.97 -25.92 0.070
H -7.05 28.71 -30.59 0.164
H -5.77 27.67 -30.56 0.161
C -1.93 23.83 -25.93 -0.056
C -1.38 25.00 -25.13 -0.432
C -0.12 25.55 -25.70 -0.187
O 0.45 26.65 -24.96 -0.270
C 1.56 27.17 -25.67 -0.093
N -2.42 26.05 -24.96 0.018
H -2.24 24.01 -26.96 0.084
H -2.64 23.19 -25.40 0.089
H -1.06 23.16 -26.02 0.093
H -1.21 24.55 -24.14 0.152
H -0.38 25.92 -26.70 0.139
H 0.64 24.77 -25.61 0.147
H 1.27 27.90 -26.42 0.079
H 2.27 26.42 -26.02 0.104
H 2.17 27.64 -24.89 0.104
H -2.83 26.12 -25.89 0.063
H -3.17 25.64 -24.40 0.074
C -9.36 33.34 -26.57 -0.047
C -10.04 33.66 -25.24 -0.396
C -11.55 33.44 -25.25 -0.199
O -12.17 34.36 -26.11 -0.151
C -12.80 33.78 -27.23 -0.111
N -9.36 32.91 -24.18 0.038
H -9.75 32.42 -27.02 0.077
H -8.27 33.30 -26.52 0.056
H -9.50 33.99 -27.45 0.093
H -9.86 34.73 -25.09 0.141
H -11.92 33.54 -24.23 0.129
H -11.81 32.44 -25.63 0.126
H -13.46 34.54 -27.66 0.098
H -13.50 32.98 -27.01 0.095
H -12.21 33.52 -28.12 0.087
H -9.75 31.97 -24.19 0.098
H -8.37 32.86 -24.33 0.035
C -3.07 34.23 -22.17 -0.037
C -3.28 33.69 -20.78 -0.381
C -2.26 34.13 -19.76 -0.176
O -2.49 33.31 -18.62 -0.195
C -1.74 33.78 -17.51 -0.081
N -4.74 33.92 -20.39 -0.019
H -3.82 33.82 -22.86 0.069
H -2.04 34.02 -22.45 0.098
H -3.17 35.32 -22.17 0.103
H -3.20 32.59 -20.84 0.120
H -2.41 35.18 -19.52 0.143
H -1.25 33.90 -20.09 0.151
H -1.98 34.83 -17.31 0.094
H -0.67 33.64 -17.68 0.105
H -1.93 33.33 -16.53 0.102
H -4.66 34.79 -19.84 0.117
H -5.27 34.26 -21.19 0.094
C -0.92 31.24 -27.05 -0.042
C -0.70 30.24 -25.90 -0.412
C -1.07 30.91 -24.58 -0.194
O -1.02 30.04 -23.46 -0.238
C -1.19 30.82 -22.28 -0.092
N -1.48 28.99 -25.96 0.048
H -1.94 31.62 -27.14 0.053
H -0.81 30.61 -27.94 0.083
H -0.22 32.07 -27.13 0.094
H 0.36 29.99 -25.97 0.135
H -2.06 31.38 -24.63 0.118
H -0.32 31.71 -24.45 0.139
H -0.41 31.55 -22.06 0.105
H -1.16 30.17 -21.41 0.081
H -2.15 31.35 -22.31 0.065
H -2.42 29.34 -26.19 0.059
H -1.25 28.51 -26.83 0.080
C -6.71 26.79 -20.03 -0.054
C -7.77 27.77 -19.55 -0.420
C -8.59 27.23 -18.40 -0.188
O -9.57 28.19 -18.04 -0.202
C -10.78 27.66 -17.56 -0.113
N -7.21 29.10 -19.26 0.072
H -6.08 27.22 -20.82 0.059
H -7.12 25.90 -20.52 0.082
H -6.04 26.46 -19.23 0.090
H -8.39 27.86 -20.46 0.134
H -7.95 27.00 -17.55 0.142
H -9.15 26.37 -18.79 0.129
H -11.24 26.89 -18.19 0.087
H -11.48 28.45 -17.28 0.087
H -10.58 27.07 -16.65 0.093
H -6.40 28.89 -18.66 0.057
H -6.81 29.46 -20.11 0.001
C -7.08 25.94 -25.06 -0.028
C -5.95 25.50 -25.99 -0.422
C -6.21 24.25 -26.80 -0.239
O -7.31 24.39 -27.64 -0.171
C -7.78 23.15 -28.18 -0.080
N -5.61 26.61 -26.86 0.077
H -6.76 26.89 -24.62 0.062
H -7.17 25.23 -24.25 0.093
H -7.98 26.13 -25.65 0.080
H -5.12 25.23 -25.32 0.115
H -6.35 23.39 -26.13 0.135
H -5.29 23.93 -27.32 0.125
H -8.14 23.32 -29.19 0.088
H -8.64 22.76 -27.64 0.094
H -7.00 22.40 -28.23 0.090
H -5.38 27.39 -26.23 0.045
H -4.70 26.59 -27.33 0.074
```

---

Q: The highest net charge belongs to which entry?
A: C38H90AgClCuMnN8O16

---

Q: What is the net charge in the second record?
A: 0